The following is a DFT calculation (ωB97M-V/def2-TZVPD) of a 14-piece molecular cluster, C69H171O47P5 overall in a non-equilibrium geometry.

```
292
Properties=species:S:1:pos:R:3:forces:R:3:mulliken_charge:R:1
C 7.837 -3.469 4.617 -0.31 1.21 3.05 -0.4850
O 8.774 -3.568 3.650 2.59 -1.41 -3.21 -0.2088
P 10.367 -3.740 3.795 0.97 -0.81 -0.91 0.9314
O 11.017 -5.093 3.643 -1.54 2.77 -0.48 -0.7080
O 10.895 -2.523 2.821 -2.08 -0.76 0.54 -0.3608
C 10.184 -1.227 2.856 1.55 0.87 -0.02 -0.6018
O 10.657 -3.144 5.218 0.61 0.10 1.23 -0.1815
C 11.622 -3.735 6.124 0.60 0.41 0.28 -0.7236
H 6.862 -3.942 4.506 0.32 -0.20 -0.84 0.2482
H 7.742 -2.389 4.729 -0.87 0.09 0.55 0.2089
H 8.290 -3.838 5.537 -0.45 -0.04 0.41 0.2216
H 9.232 -1.017 3.344 -0.21 -1.44 0.23 0.2177
H 10.080 -0.809 1.855 0.16 -0.61 -0.20 0.3100
H 10.867 -0.556 3.377 0.16 0.01 -0.01 0.2730
H 11.132 -3.802 7.096 -0.03 -0.69 -0.23 0.2480
H 12.509 -3.132 6.317 -0.37 1.11 -0.39 0.2738
H 12.146 -4.605 5.730 -1.13 -0.59 0.02 0.3341
C -2.035 -3.022 -9.069 -0.25 -1.20 -0.86 -0.6663
O -0.788 -2.551 -8.671 3.24 0.14 0.48 -0.2082
P 0.584 -3.451 -8.949 -0.94 -1.25 -0.78 0.9649
O 0.450 -4.939 -9.056 -0.28 2.42 0.15 -0.7048
O 1.538 -3.008 -7.748 0.22 0.69 -1.32 -0.2117
C 1.423 -3.535 -6.448 -0.35 -0.91 1.60 -0.7665
O 1.147 -2.827 -10.368 -0.28 -1.18 3.24 -0.3655
C 1.172 -1.438 -10.561 -0.23 1.19 -1.58 -0.6206
H -2.821 -2.293 -8.873 0.23 -0.12 0.50 0.2276
H -2.117 -3.986 -8.568 -1.02 0.02 -0.13 0.3048
H -2.025 -3.181 -10.147 -0.20 -0.18 -0.15 0.3038
H 0.963 -2.825 -5.760 -0.46 0.07 -0.37 0.2956
H 2.343 -3.796 -5.926 0.82 0.50 -0.91 0.2911
H 0.934 -4.508 -6.413 -0.63 0.22 -0.37 0.3410
H 1.223 -1.392 -11.648 0.00 0.54 -0.03 0.2748
H 2.018 -0.867 -10.178 0.29 -0.61 0.41 0.2495
H 0.269 -0.916 -10.245 -0.15 -0.31 0.15 0.2879
C -2.988 7.859 -0.181 -1.54 -3.53 -1.55 -0.6293
O -1.943 8.657 0.089 4.94 1.26 2.19 -0.3321
P -0.525 7.937 0.714 0.73 0.99 -0.11 0.9198
O 0.536 8.843 1.308 -2.94 -1.71 -1.34 -0.6814
O -0.015 7.052 -0.549 -2.49 3.10 1.97 -0.2417
C 0.981 6.121 -0.438 1.53 -2.21 -0.98 -0.5452
O -1.054 6.762 1.737 0.54 1.16 -2.76 -0.1345
C -1.537 7.187 2.954 -0.25 0.19 3.15 -0.8360
H -2.824 6.886 0.282 -0.78 -0.04 0.73 0.3029
H -2.951 7.508 -1.213 -0.15 0.52 -0.60 0.2672
H -3.993 8.246 -0.016 0.36 0.42 0.47 0.2721
H 1.318 5.724 0.520 -0.84 0.37 0.54 0.3049
H 1.917 6.451 -0.888 -0.18 0.24 -0.39 0.2822
H 0.517 5.327 -1.023 0.94 -0.68 0.05 0.1348
H -1.750 8.243 3.123 0.06 0.26 -0.84 0.3360
H -0.794 6.965 3.721 0.18 -0.08 0.05 0.2981
H -2.431 6.657 3.282 -0.13 -0.26 -0.58 0.2917
C -7.354 6.381 5.712 -0.23 -0.60 1.16 -0.6655
O -6.639 5.255 5.215 1.52 -1.31 0.53 -0.2142
P -6.133 4.114 6.302 0.44 0.45 0.00 0.8950
O -7.147 3.122 6.755 0.97 1.47 -0.43 -0.6622
O -4.870 3.486 5.525 -0.54 0.11 0.19 -0.3112
C -5.052 2.539 4.404 -1.19 0.90 0.82 -0.4677
O -5.399 5.000 7.508 -0.02 -0.88 -2.37 -0.3031
C -6.021 5.162 8.759 -1.76 -1.69 0.60 -0.6780
H -6.793 6.819 6.537 -0.08 0.06 0.13 0.2782
H -8.260 5.902 6.083 -0.58 1.01 0.07 0.3286
H -7.506 7.186 4.993 -0.05 -0.64 -0.41 0.2506
H -4.336 2.799 3.625 0.05 -0.22 0.33 0.2588
H -6.069 2.679 4.037 0.07 0.06 -0.34 0.1548
H -5.034 1.509 4.762 0.58 0.17 0.07 0.2527
H -5.481 5.787 9.471 0.04 0.25 -0.68 0.2531
H -6.193 4.190 9.222 0.76 -0.34 0.25 0.2904
H -7.080 5.378 8.620 0.04 1.19 0.07 0.3376
C 5.477 -6.531 -0.256 0.89 0.34 0.64 -0.5882
O 4.338 -5.802 -0.658 -2.72 -0.03 0.18 -0.2989
P 2.805 -6.115 -0.191 -0.27 -0.45 -0.28 1.0019
O 1.760 -5.181 -0.633 0.76 -0.12 -0.14 -0.6648
O 2.546 -7.629 -0.734 0.19 0.20 -0.17 -0.3389
C 1.573 -8.125 -1.693 -0.78 -0.44 0.01 -0.6877
O 2.906 -6.192 1.420 0.38 -0.38 -1.03 -0.2551
C 1.851 -5.942 2.368 0.07 0.10 0.33 -0.6507
H 6.182 -5.774 0.087 0.05 -0.10 0.35 0.2488
H 5.999 -7.006 -1.087 -0.59 -0.31 -0.16 0.2586
H 5.250 -7.216 0.560 0.14 -0.12 -0.18 0.2762
H 0.896 -7.395 -2.137 0.19 0.47 0.65 0.2876
H 0.994 -8.938 -1.256 -0.26 0.50 0.89 0.2786
H 1.908 -8.703 -2.554 1.60 0.58 -0.02 0.3129
H 0.896 -5.657 1.927 0.21 -0.15 -0.32 0.2767
H 2.160 -5.144 3.044 0.20 0.23 -0.34 0.2459
H 1.737 -6.804 3.025 -0.06 -0.29 -0.41 0.2939
C 2.377 -3.557 8.603 0.68 0.18 -0.52 -0.6718
O 3.739 -3.670 8.977 -0.62 -0.53 1.18 -0.2964
C 3.766 -4.140 10.342 2.49 -0.16 -0.86 -0.6006
C 3.863 -5.695 10.474 -1.14 -0.10 -1.08 -0.5517
O 4.545 -6.294 9.387 0.59 0.23 -1.23 -0.1781
C 4.436 -7.717 9.266 -0.18 -0.81 0.79 -0.5899
C 5.013 -8.352 7.960 0.89 2.61 0.67 -0.5386
O 6.408 -8.654 8.059 -2.37 -1.77 -0.61 -0.4372
C 7.294 -7.626 8.028 1.08 2.00 -0.21 -0.6724
H 2.337 -3.145 7.594 0.00 0.04 0.03 0.2405
H 1.935 -2.853 9.307 -0.71 -0.17 -0.13 0.3200
H 1.926 -4.550 8.580 -0.46 0.08 0.20 0.2347
H 2.959 -3.715 10.938 -0.23 -0.28 -0.03 0.4104
H 4.693 -3.703 10.713 0.08 -0.05 0.24 0.3003
H 2.828 -6.026 10.401 -0.27 -0.47 0.43 0.3135
H 4.310 -6.031 11.409 -0.10 0.30 0.31 0.3679
H 3.396 -8.037 9.313 -0.41 0.22 0.13 0.4532
H 4.937 -8.127 10.143 0.10 -0.46 0.06 0.3477
H 4.876 -7.491 7.305 0.10 -0.05 -0.80 0.3207
H 4.470 -9.186 7.515 0.09 -0.14 0.67 0.3741
H 7.883 -7.543 7.115 0.99 -1.45 -0.03 0.3342
H 7.835 -7.697 8.971 0.65 0.55 -0.38 0.2999
H 6.932 -6.614 7.847 -1.26 0.25 1.17 0.2199
C -7.304 8.214 -10.795 0.38 -0.13 0.95 -0.7107
O -6.072 8.239 -10.037 -0.04 -1.01 -1.32 -0.3031
C -6.154 8.590 -8.677 0.84 1.84 -0.26 -0.0848
C -6.468 10.072 -8.671 -1.83 0.06 0.59 -0.4392
O -6.658 10.563 -7.371 1.12 0.14 1.11 -0.4385
C -5.556 11.229 -6.784 -0.38 1.13 0.30 -0.7354
C -4.134 10.757 -6.928 -0.55 -1.50 1.56 -0.4652
O -3.996 9.505 -6.159 1.44 0.53 -1.24 -0.2887
C -2.669 8.972 -6.302 0.70 0.22 -0.25 -0.8682
H -7.923 7.445 -10.332 -0.56 0.29 0.01 0.3115
H -7.187 7.919 -11.838 0.86 -0.13 0.18 0.2557
H -7.759 9.203 -10.842 -0.30 -0.12 0.29 0.2885
H -5.157 8.540 -8.238 0.09 -0.80 -0.14 0.0572
H -6.861 8.084 -8.020 -0.21 -0.44 -0.38 0.2741
H -7.495 10.156 -9.027 0.17 0.28 -0.81 0.3463
H -5.783 10.683 -9.260 0.09 -0.14 -0.14 0.2895
H -5.800 11.397 -5.735 0.02 -0.65 0.17 0.3762
H -5.520 12.265 -7.121 -0.11 0.34 -0.67 0.3596
H -3.535 11.515 -6.424 0.25 0.13 -0.14 0.4839
H -3.825 10.679 -7.971 0.15 -0.40 -0.05 0.3175
H -1.824 9.586 -5.991 -0.42 0.96 0.92 0.3596
H -2.313 8.860 -7.326 -0.87 -0.54 -0.63 0.3130
H -2.488 8.041 -5.764 -0.82 -0.07 -0.06 0.3006
C 1.325 4.817 -12.849 1.35 -0.99 1.84 -0.6517
O 0.351 5.534 -13.471 -2.01 1.79 -0.93 -0.3655
C -0.653 6.213 -12.666 -0.11 -0.82 0.20 -0.5069
C -1.631 5.251 -12.002 0.43 -0.17 -1.06 -0.6286
O -1.030 4.550 -10.956 0.04 0.79 -0.03 -0.2352
C -1.705 4.685 -9.723 1.69 -2.27 0.14 -0.5631
C -0.683 3.985 -8.757 -0.60 0.04 0.19 -0.5897
O 0.348 4.853 -8.363 -0.83 1.04 1.09 -0.3507
C 1.645 4.666 -8.818 0.60 -0.60 -0.18 -0.5098
H 0.948 3.945 -12.314 -0.18 -0.24 -0.07 0.2436
H 1.885 5.368 -12.093 -0.14 0.59 0.33 0.2400
H 2.137 4.479 -13.493 -0.51 0.10 -0.79 0.3339
H -1.318 6.829 -13.272 0.64 0.03 -0.78 0.3327
H -0.221 6.877 -11.918 0.44 -0.08 0.10 0.3249
H -1.933 4.544 -12.775 -0.01 -0.27 -0.18 0.2614
H -2.562 5.742 -11.720 0.08 0.37 0.33 0.5080
H -2.620 4.106 -9.850 -0.34 -0.09 0.63 0.3560
H -1.961 5.702 -9.426 0.36 0.17 0.01 0.4143
H -0.184 3.086 -9.120 -0.48 -0.08 -1.03 0.3063
H -1.231 3.584 -7.905 0.00 0.52 0.59 0.4162
H 2.326 5.276 -8.224 -0.29 0.54 -0.24 0.2832
H 1.727 4.853 -9.889 0.17 0.20 -0.03 0.0591
H 2.043 3.672 -8.617 -0.31 -0.57 -0.10 0.3230
C 9.578 -0.533 -4.122 3.96 -0.78 0.35 -0.9155
O 8.372 -0.359 -4.650 -2.72 0.73 -1.82 -0.2227
C 8.402 0.277 -5.950 -0.02 -0.52 0.35 -0.5019
C 7.000 0.519 -6.433 -0.88 1.29 0.73 -0.6310
O 6.174 1.190 -5.439 0.28 -0.22 -1.10 -0.3897
C 5.361 0.249 -4.753 0.89 -0.09 0.42 -0.1662
C 4.459 0.884 -3.659 1.00 -0.61 0.03 -0.6773
O 5.137 1.196 -2.365 -1.03 -1.31 -0.74 -0.3901
C 5.759 0.038 -1.687 0.86 0.78 -1.86 -0.6093
H 10.211 -1.244 -4.653 -0.07 -0.61 -0.78 0.3429
H 9.652 -0.978 -3.130 -0.92 0.59 0.35 0.2825
H 10.219 0.344 -4.212 -0.11 0.65 0.60 0.3760
H 8.817 -0.374 -6.720 0.51 -0.45 0.13 0.3372
H 9.030 1.167 -5.958 -0.11 0.25 0.49 0.3858
H 6.601 -0.418 -6.821 -0.54 -0.21 0.53 0.3224
H 6.969 1.181 -7.298 0.49 0.12 -0.04 0.3820
H 6.097 -0.477 -4.405 -0.37 -0.21 1.07 0.2775
H 4.849 -0.349 -5.508 -1.03 0.27 0.01 0.3275
H 3.562 0.266 -3.609 0.25 -0.93 1.02 0.3460
H 3.926 1.748 -4.056 1.00 0.84 0.26 0.3692
H 5.349 -0.916 -2.021 -0.42 0.08 0.38 0.3172
H 5.917 0.116 -0.611 -1.23 0.45 0.07 0.3039
H 6.799 0.026 -2.011 0.20 -0.12 -0.44 0.1362
C 11.278 4.250 7.708 -1.94 -0.04 0.41 -0.5811
O 10.214 4.839 6.981 -0.57 0.65 -1.45 -0.3777
C 9.439 3.989 6.118 0.88 0.57 1.62 -0.5625
C 9.002 2.736 6.819 -1.49 -0.81 0.14 -0.2727
O 8.057 3.076 7.874 -0.27 -1.25 0.66 -0.3683
C 7.382 1.934 8.512 0.88 -1.06 -0.91 -0.4720
C 7.936 1.505 9.861 0.96 1.43 0.36 -0.5345
O 9.316 1.143 9.836 0.18 -1.48 -0.66 -0.3339
C 9.573 -0.248 9.494 0.53 0.41 0.15 -0.8188
H 11.897 5.097 8.003 0.46 -0.53 -0.17 0.2459
H 11.717 3.399 7.186 0.65 0.33 -0.16 0.2841
H 10.743 3.854 8.571 0.73 -0.34 0.64 0.1959
H 10.030 3.775 5.228 -0.06 -0.31 -0.21 0.3326
H 8.540 4.548 5.858 0.17 0.13 -0.08 0.3231
H 9.791 2.060 7.149 0.29 0.37 0.47 0.2471
H 8.476 2.144 6.070 -0.33 -0.16 -0.24 0.4105
H 7.462 1.052 7.877 0.15 0.00 -0.58 0.2220
H 6.304 2.031 8.638 -0.03 0.96 -0.18 0.4396
H 7.372 0.768 10.433 -0.45 -0.26 -0.53 0.4000
H 7.884 2.419 10.452 0.29 0.03 0.37 0.2783
H 10.613 -0.393 9.202 0.20 0.75 -0.06 0.2690
H 9.025 -0.663 8.648 -0.58 0.38 0.02 0.3052
H 9.502 -0.935 10.338 -0.65 0.21 0.35 0.3706
C -2.122 -9.571 3.527 0.19 0.59 -1.44 -0.5841
O -3.037 -10.485 4.003 -0.22 -0.65 -1.12 -0.3749
C -2.946 -10.678 5.359 -1.42 -0.24 -0.06 -0.6984
C -3.158 -9.428 6.163 0.22 -0.71 -0.03 -0.4172
O -1.974 -8.656 6.352 -1.80 -1.13 0.77 -0.3062
C -2.219 -7.777 7.423 1.19 1.80 0.32 -0.4161
C -3.163 -6.589 6.951 1.23 -0.87 -0.22 -0.3241
O -2.977 -5.366 7.568 0.08 3.55 -0.39 -0.3960
C -3.289 -4.269 6.561 1.18 -0.66 0.99 -0.7699
H -1.141 -9.652 3.994 0.05 0.10 0.13 0.2853
H -2.534 -8.564 3.596 0.31 0.34 0.35 0.2051
H -2.036 -9.763 2.457 0.26 -0.03 -0.07 0.2610
H -2.081 -11.297 5.596 0.34 0.32 0.48 0.3111
H -3.847 -11.258 5.556 0.09 -0.43 0.32 0.3420
H -3.617 -9.871 7.047 0.58 0.61 1.09 0.4311
H -3.962 -8.808 5.767 0.01 -0.01 -0.55 0.3367
H -1.187 -7.485 7.617 -0.12 1.27 0.08 0.2648
H -2.456 -8.217 8.391 -0.84 -0.64 -0.25 0.3435
H -4.233 -6.761 7.066 -0.07 -0.89 -0.70 0.2889
H -2.764 -6.424 5.950 -0.83 -0.66 -0.69 0.2640
H -2.499 -4.223 5.811 -0.03 -0.86 -0.39 0.3352
H -3.167 -3.252 6.933 -0.39 -0.35 1.17 0.3122
H -4.269 -4.344 6.091 -0.01 -0.44 0.20 0.3052
C -6.681 -10.457 -1.385 0.65 -1.49 -0.37 -0.5368
O -6.112 -11.182 -2.550 -0.09 2.51 0.14 -0.3823
C -4.751 -10.755 -2.853 -0.91 0.23 0.40 -0.6151
C -4.530 -9.295 -3.308 0.32 -0.33 0.09 -0.4679
O -4.568 -8.460 -2.172 -0.62 0.35 1.17 -0.2382
C -4.427 -7.088 -2.432 -0.82 0.44 -0.82 -0.6518
C -5.785 -6.479 -2.855 -0.88 0.35 0.84 -0.4178
O -5.637 -5.410 -3.741 -0.91 1.25 -0.34 -0.3556
C -6.743 -4.453 -3.681 1.15 -0.50 -0.31 -0.7864
H -5.995 -10.756 -0.593 -0.41 0.16 0.59 0.2627
H -7.696 -10.827 -1.239 0.25 -0.45 0.01 0.2712
H -6.784 -9.373 -1.339 0.56 0.11 -0.99 0.1632
H -4.445 -11.456 -3.629 0.28 0.13 0.13 0.3472
H -4.192 -10.858 -1.923 0.44 -0.30 -0.04 0.3347
H -5.209 -9.052 -4.125 -0.49 0.36 0.19 0.3297
H -3.527 -9.070 -3.671 0.34 -0.99 -0.68 0.4264
H -3.650 -6.887 -3.169 -0.12 -0.17 -0.67 0.3515
H -4.052 -6.519 -1.582 -0.22 -0.58 0.53 0.3202
H -6.347 -6.132 -1.989 0.53 0.48 0.87 0.3500
H -6.586 -7.146 -3.174 0.63 -1.03 -0.92 0.3954
H -7.732 -4.861 -3.889 0.09 -0.55 -0.13 0.3216
H -6.526 -3.712 -4.451 0.02 0.00 0.16 0.2418
H -6.804 -3.977 -2.703 0.23 0.02 0.15 0.3369
C 2.256 0.670 3.535 -0.79 1.80 -1.75 -0.8831
O 1.598 -0.178 2.590 -0.40 -0.73 0.35 -0.2473
C 0.444 0.391 1.940 0.59 1.45 1.57 -0.5446
C -0.234 -0.484 0.938 3.55 -1.90 0.73 -0.3961
O -0.857 0.293 0.052 -4.32 0.60 -3.38 -0.1874
C -1.692 -0.513 -0.919 0.34 0.75 0.12 -0.3074
C -2.633 0.243 -1.842 -0.66 1.25 -0.04 -0.7333
O -2.113 1.331 -2.564 1.28 -1.27 -0.52 -0.3318
C -1.949 2.485 -1.816 -0.60 1.95 0.29 -0.6922
H 3.279 0.382 3.775 -0.64 -0.94 0.56 0.3101
H 1.583 1.110 4.271 0.04 -1.20 1.04 0.3594
H 2.464 1.637 3.077 0.23 0.35 -0.99 0.3137
H 0.819 1.324 1.519 -0.38 0.14 -0.57 0.3308
H -0.383 0.641 2.604 0.34 0.40 0.98 0.2733
H -0.829 -1.233 1.461 -0.27 -0.18 -0.21 0.2308
H 0.625 -0.920 0.429 0.02 -1.20 -0.13 0.3084
H -2.415 -1.199 -0.477 0.45 -0.23 1.02 0.3237
H -1.053 -1.117 -1.564 0.55 0.11 0.28 0.3200
H -3.578 0.586 -1.421 0.09 0.29 1.23 0.3808
H -3.099 -0.455 -2.538 0.85 -0.45 -0.45 0.3696
H -1.741 2.423 -0.748 -0.32 -0.78 0.04 0.2641
H -2.853 3.066 -1.997 -0.32 0.34 0.55 0.3393
H -1.163 3.163 -2.150 0.39 -0.57 -0.71 0.1930
C -13.131 4.684 2.753 0.22 0.40 -1.76 -0.8614
O -11.770 4.555 2.234 -0.79 -0.38 0.75 -0.2809
C -11.567 3.292 1.559 -0.50 -0.15 1.83 -0.4884
C -10.145 3.093 1.076 -0.54 1.00 -1.81 -0.5336
O -9.850 3.982 -0.013 0.39 -0.45 0.62 -0.3302
C -9.573 5.354 0.280 0.48 -0.96 -0.77 -0.2156
C -9.246 5.905 -1.121 -1.31 0.97 0.95 -0.3957
O -9.262 7.337 -1.029 0.99 -1.49 -0.54 -0.3077
C -8.753 7.951 -2.188 -0.66 1.67 0.09 -0.7769
H -13.326 5.680 3.150 0.83 -0.16 0.60 0.2908
H -13.524 3.888 3.387 0.69 -0.10 0.35 0.3212
H -13.812 4.723 1.903 -0.11 -0.42 -0.46 0.3470
H -12.431 3.148 0.909 0.54 0.00 -0.95 0.3860
H -11.674 2.490 2.290 -0.25 -0.24 0.49 0.3807
H -10.001 2.126 0.593 -0.55 -0.27 0.21 0.3249
H -9.427 3.081 1.896 0.06 0.69 0.19 0.2276
H -8.710 5.407 0.943 0.14 0.18 0.15 0.1517
H -10.438 5.797 0.774 0.10 0.41 -0.32 0.2803
H -10.076 5.601 -1.758 -0.06 -0.14 -0.25 0.2644
H -8.330 5.521 -1.571 0.26 -0.01 0.37 0.3243
H -7.717 7.835 -2.506 0.47 -0.54 0.88 0.3059
H -8.917 8.988 -1.896 0.33 0.32 -0.71 0.2761
H -9.289 7.767 -3.119 -0.70 -0.33 0.12 0.3108
```
Positions in Å, forces in eV/Å.

- max |F| (eV/Å) = 5.55
- charge = 0
- frontier orbital gap (eV) = 9.15